# 1
Below is a 14-piece molecular cluster, C6H38N2O13 overall at a distorted geometry, with properties calculated with ωB97M-V/def2-TZVPD.

Results
- Frontier orbital gap: 8.56 eV
- E: -36434.652 eV
- Strongest force on any atom: 2.6 eV/Å
- Molar mass: 346.4 g mol⁻¹

Structure (XYZ):
```
59
Properties=species:S:1:pos:R:3:lowdin_charge:R:1
C 0.14 3.17 1.38 -0.0538
C -0.10 2.22 0.19 -0.4378
C 0.53 0.89 0.54 -0.1633
C 0.78 0.00 -0.65 -0.0819
C 1.34 -1.20 -0.62 -0.1869
N 1.46 -1.91 -1.85 0.0003
C 2.55 -1.83 -2.46 -0.0495
N -1.51 1.95 -0.01 0.0610
H -0.52 2.77 2.16 0.0714
H -0.33 4.13 1.19 0.0706
H 1.16 3.40 1.74 0.0834
H 0.34 2.69 -0.66 0.1116
H -0.11 0.29 1.20 0.0797
H 1.45 0.96 1.13 0.0914
H 0.47 0.34 -1.61 0.0923
H 1.78 -1.68 0.25 0.0959
H 3.44 -1.27 -2.16 0.0732
H 2.80 -2.51 -3.28 0.0660
H -2.07 2.79 -0.05 0.0818
H -1.83 1.34 0.72 0.0529
H 3.57 0.49 3.69 0.0469
H 2.52 0.03 2.63 0.0141
O 2.99 0.77 2.98 -0.0387
H 4.99 -0.34 0.43 0.0671
H 3.79 0.47 0.79 -0.0180
O 4.01 -0.43 0.49 -0.0988
H -0.30 1.85 -4.26 0.0132
H -0.22 0.47 -3.97 -0.0257
O 0.32 1.12 -4.36 -0.0631
H -2.08 1.78 -2.48 0.0433
H -2.24 0.21 -2.63 -0.0370
O -2.12 1.04 -3.14 -0.1151
H -3.24 -3.75 0.12 0.0507
H -2.03 -2.90 0.44 0.0225
O -2.61 -3.18 -0.29 -0.0451
H -0.16 -4.23 1.28 0.0486
H 1.22 -3.93 0.66 0.0098
O 0.60 -3.60 1.28 -0.0542
H -2.98 -1.86 -2.57 0.1037
H -2.11 -1.70 -1.36 0.0647
O -2.63 -1.15 -2.00 -0.0651
H -3.86 -0.29 2.63 0.0703
H -3.80 -0.87 1.09 0.0304
O -3.30 -0.67 1.93 -0.0890
H 4.47 2.23 -0.47 0.0268
H 3.47 2.74 0.52 0.0277
O 4.31 2.29 0.47 -0.0529
H -1.80 -0.04 3.17 -0.0229
H -0.42 0.05 2.56 0.0256
O -0.89 -0.03 3.46 -0.0800
H -4.76 -1.79 -0.88 0.0188
H -4.11 -0.54 -0.93 0.0468
O -4.76 -1.01 -0.36 -0.0414
H -1.55 -2.93 2.93 0.0346
H -2.81 -2.60 2.18 0.0336
O -2.21 -3.37 2.40 -0.0751
H 2.84 2.28 -2.25 0.0862
H 3.40 3.77 -1.63 0.0512
O 2.72 3.09 -1.68 -0.0727
```

# 2
Below is C7H8 as an isolated structure at a distorted geometry, with properties calculated with ωB97M-V/def2-TZVPD.

Results
- Frontier orbital gap: 11.04 eV
- E: -7382.403 eV
- Strongest force on any atom: 1.4 eV/Å
- Molar mass: 92.1 g mol⁻¹

Structure (XYZ):
```
15
Properties=species:S:1:pos:R:3:lowdin_charge:R:1
C 0.07 0.92 -1.25 -0.0958
C 0.21 0.50 0.21 -0.3700
C 0.24 -1.02 0.45 -0.2237
C -1.02 -1.65 0.09 -0.1502
C -2.08 -2.15 -0.21 0.1150
C 1.94 0.83 0.47 -0.0352
C 1.44 1.58 1.32 0.0379
H 0.89 0.52 -1.85 0.0845
H -0.88 0.53 -1.64 0.0780
H 0.07 2.01 -1.34 0.0843
H -0.66 0.89 0.77 0.1359
H 1.07 -1.45 -0.14 0.1213
H 0.47 -1.22 1.51 0.1253
H -3.01 -2.60 -0.48 0.0243
H 1.26 2.31 2.09 0.0685
```

# 3
Below is C3H3NO2S as an isolated structure at a distorted geometry, with properties calculated with ωB97M-V/def2-TZVPD.

Results
- Frontier orbital gap: 8.37 eV
- E: -19574.170 eV
- Strongest force on any atom: 7.1 eV/Å
- Molar mass: 117.1 g mol⁻¹

Structure (XYZ):
```
10
Properties=species:S:1:pos:R:3:lowdin_charge:R:1
C -1.97 0.40 -0.34 -0.0818
C -0.93 1.08 -0.77 -0.0816
C 0.28 0.50 -0.21 -0.6772
H 1.57 -1.44 0.77 0.2262
H -3.05 0.61 -0.09 0.1630
H -1.09 1.94 -1.50 0.1482
N -0.35 -0.48 0.71 -0.2401
O 0.35 -1.59 1.13 -0.0821
O -1.62 -0.62 0.53 0.0399
S 1.94 0.50 -0.59 0.5855
```

LUMO energy: 0.14; 1.01; -0.17 (eV)
E_HOMO: -8.4; -10.0; -8.5 (eV)